The following is a DFT calculation (ωB97M-V/def2-TZVPD) of a 19-piece molecular cluster, C49H90N8O33 overall.

Last column: Löwdin charge in e.
CARTESIAN COORDINATES (ANGSTROEM)
C1 19.5192 19.1825 23.2797  0.00
O1 19.8431 20.5979 23.1109  0.03
C2 18.9127 21.3042 22.5525  -0.74
O2 17.9048 20.8463 22.1700  0.13
O3 19.2971 22.5454 22.4693  0.03
C3 18.2501 23.3541 21.7714  0.03
H1 20.4300 18.7773 23.5530  0.06
H2 19.3051 18.7487 22.2860  0.09
H3 18.6390 18.9813 23.9417  0.11
H4 18.6795 24.3478 21.6705  0.10
H5 17.2672 23.2351 22.2768  0.12
H6 18.2339 22.9971 20.7895  0.05
C4 15.3567 21.7180 19.4416  -0.04
O4 16.6416 21.9625 18.8787  -0.03
C5 17.4066 20.8528 18.7584  -0.65
O5 17.3233 19.8705 19.3794  0.16
O6 18.2741 21.1476 17.7967  -0.02
C6 19.2047 20.0791 17.4827  0.01
H7 14.8638 22.6708 19.6056  0.10
H8 15.3891 21.2659 20.4262  0.07
H9 14.8124 20.9407 18.8109  0.08
H10 18.6434 19.1928 17.2002  0.08
H11 19.8701 19.7980 18.3551  0.13
H12 19.7431 20.4414 16.6571  0.06
C7 16.8316 15.0685 15.8610  0.03
O7 18.0376 15.0906 15.0178  0.03
C8 19.0430 15.7751 15.4453  -0.58
O8 19.1342 16.3686 16.5171  0.06
O9 20.1184 15.6664 14.6226  -0.03
C9 21.3091 16.2193 15.0793  -0.06
H13 16.1819 15.9088 15.6403  0.08
H14 17.1497 15.0813 16.8762  0.05
H15 16.3199 14.0989 15.6591  0.11
H16 22.0751 16.2109 14.3062  0.10
H17 21.6078 15.6082 15.9373  0.11
H18 21.1557 17.2307 15.3317  0.08
C10 18.8538 24.2824 11.2422  -0.03
O10 18.7170 24.7489 12.5479  0.00
C11 18.4027 26.0134 12.7329  -0.64
O11 18.1949 26.8179 11.8883  0.15
O12 18.3086 26.2875 14.0425  -0.03
C12 17.6730 27.5407 14.4313  0.01
H19 19.8154 24.5578 10.7732  0.12
H20 18.0127 24.5760 10.6183  0.09
H21 18.7200 23.2218 11.3993  0.07
H22 16.8445 27.5740 13.7891  0.06
H23 18.2817 28.4051 14.2577  0.09
H24 17.4174 27.4273 15.4956  0.10
C13 10.5925 13.5418 18.0884  -0.02
O13 10.8887 14.9060 18.2934  0.02
C14 11.5994 15.4891 17.3867  -0.65
O14 11.9065 15.0041 16.2856  0.08
O15 11.8931 16.6816 17.8049  0.01
C15 12.7830 17.4612 16.9199  -0.01
H25 10.7289 13.1607 19.0720  0.09
H26 11.2415 13.1292 17.3148  0.08
H27 9.5139 13.3503 17.9108  0.10
H28 13.3377 18.0433 17.6583  0.06
H29 12.1567 18.1103 16.2585  0.11
H30 13.5070 16.8568 16.4235  0.07
C16 10.4625 24.7861 17.1044  -0.06
O16 11.6046 25.0544 17.8283  0.02
C17 12.6016 25.6826 17.2947  -0.57
O17 12.6893 26.1124 16.1260  0.06
O18 13.5783 25.8365 18.2128  -0.01
C18 14.8465 26.4193 17.8060  -0.04
H31 9.6693 24.7725 17.8697  0.11
H32 10.6192 23.8503 16.5256  0.10
H33 10.2360 25.4472 16.2573  0.10
H34 15.3595 26.8759 18.7566  0.13
H35 14.6549 27.3021 17.1708  0.09
H36 15.5815 25.7819 17.3792  0.03
C19 19.2638 16.8965 11.9838  -0.06
O19 19.7935 17.8968 12.8127  0.00
C20 19.2155 19.0838 12.5657  -0.60
O20 18.5898 19.4156 11.5741  0.07
O21 19.5575 19.9073 13.5458  0.02
C21 19.1070 21.2553 13.3567  -0.03
H37 20.0851 16.2881 11.5851  0.10
H38 18.6266 17.3012 11.1998  0.09
H39 18.6772 16.1973 12.6573  0.10
H40 18.1287 21.4523 13.8182  0.09
H41 18.9783 21.5504 12.2888  0.08
H42 19.8641 21.9138 13.7789  0.09
C22 13.4417 22.4184 10.3168  -0.03
O22 12.8622 23.4159 9.5155  0.05
C23 12.0366 24.2108 10.1240  -0.62
O23 11.5591 23.9761 11.2323  0.08
O24 11.8421 25.3150 9.4316  0.02
C24 11.2881 26.4161 10.1226  -0.02
H43 13.8484 21.6426 9.7169  0.09
H44 12.7235 21.8979 10.9078  0.07
H45 14.1519 22.9090 10.9146  0.08
H46 11.2506 27.2173 9.3756  0.11
H47 11.9704 26.7148 10.8808  0.07
H48 10.2708 26.2015 10.5244  0.12
C25 12.8576 15.0732 12.5596  -0.02
O25 12.2514 13.9161 13.1652  -0.03
C26 13.0072 13.1199 13.8699  -0.69
O26 14.1946 13.1497 14.0224  0.12
O27 12.2193 12.2545 14.4697  0.00
C27 12.9162 11.5210 15.5222  0.00
H49 11.9489 15.6218 12.1579  0.10
H50 13.4148 14.6932 11.6529  0.11
H51 13.4355 15.6592 13.2901  0.10
H52 12.9741 12.1787 16.3749  0.08
H53 13.8637 11.1853 15.1264  0.09
H54 12.1950 10.7278 15.6878  0.10
C28 13.6776 26.4407 13.1860  0.00
O28 14.0009 27.2564 12.0141  0.00
C29 14.7736 26.6947 11.1275  -0.66
O29 15.2358 25.5699 11.1824  0.10
O30 14.9278 27.5417 10.1285  0.01
C30 15.7633 27.0987 9.0033  0.00
H55 14.5344 26.2950 13.8314  0.07
H56 13.2914 25.5131 12.8123  0.08
H57 12.9614 27.0965 13.7305  0.11
H58 15.2676 26.3022 8.4463  0.09
H59 16.7695 26.7630 9.4100  0.10
H60 15.8912 27.9341 8.2939  0.09
C31 15.2562 23.7760 14.2799  0.02
O31 15.8384 22.5427 14.8177  -0.02
C32 15.0906 21.5385 15.2902  -0.62
O32 13.8847 21.5286 15.4014  0.09
O33 15.8913 20.5746 15.6305  0.00
C33 15.2905 19.5237 16.3700  -0.04
H61 14.5615 24.0831 15.0673  0.10
H62 14.7384 23.6516 13.3635  0.07
H63 16.1078 24.3803 14.1077  0.07
H64 14.4293 19.8929 16.9477  0.07
H65 16.1241 18.9672 16.8386  0.09
H66 14.8249 18.8938 15.6094  0.08
C34 12.0419 20.8585 17.9967  -0.05
C35 12.3922 20.4178 19.3575  -0.26
N1 12.6460 20.0301 20.4206  0.16
H67 11.3008 21.6179 17.9720  0.07
H68 11.6927 19.9521 17.5085  0.05
H69 12.9123 21.2424 17.4587  0.05
C36 15.3981 18.4431 21.8778  -0.06
C37 16.2868 17.3429 22.3153  -0.27
N2 17.0825 16.5607 22.5410  0.13
H70 14.4152 18.0925 21.6520  0.05
H71 15.8519 18.7720 20.9387  0.05
H72 15.4464 19.2864 22.5899  0.09
C38 15.3714 19.4720 11.4299  -0.07
C39 15.9487 18.8696 12.5924  -0.29
N3 16.4131 18.3404 13.4905  0.21
H73 14.5831 18.7860 11.1267  0.08
H74 16.2028 19.7196 10.7182  0.10
H75 14.9728 20.4501 11.8061  0.07
C40 9.2769 15.2883 13.4932  -0.06
C41 8.6996 15.0322 14.7687  -0.27
N4 8.1050 14.8499 15.7380  0.15
H76 8.5865 15.8063 12.8515  0.08
H77 9.5917 14.2982 13.0452  0.11
H78 10.1762 15.9211 13.6132  0.08
C42 18.2303 16.6156 19.2347  -0.06
C43 16.9038 16.8480 18.6943  -0.29
N5 15.8124 17.0198 18.4645  0.19
H79 18.3236 15.6156 19.7029  0.10
H80 18.3514 17.2831 20.0777  0.06
H81 19.0184 16.6584 18.5110  0.04
C44 10.9729 21.7615 13.4037  -0.06
C45 11.9852 20.7106 13.2192  -0.28
N6 12.6391 19.8218 13.0051  0.17
H82 10.1475 21.4151 14.0168  0.06
H83 10.5189 22.0494 12.4126  0.09
H84 11.4166 22.6807 13.8479  0.08
C46 8.7969 17.4260 17.6855  -0.05
C47 9.0431 18.6688 16.9282  -0.27
N7 9.1340 19.5756 16.2332  0.13
H85 7.8288 17.5264 18.1782  0.09
H86 9.6585 17.3059 18.3904  0.09
H87 8.6198 16.6315 16.9808  0.02
C48 18.9768 23.3415 15.9038  -0.07
C49 18.3401 24.1494 16.9314  -0.25
N8 17.8353 24.7710 17.7668  0.16
H88 19.0337 24.0362 15.0217  0.08
H89 18.4136 22.4609 15.6849  0.04
H90 19.9894 23.1316 16.2331  0.10

Output
net charge	0
max |F|	0.0810	hartree/bohr
HOMO	-10.511	eV
Kohn-Sham gap	10.94	eV
energy	-131756.94330	eV